Computed, not measured: a molecular structure, C25H38Cl2N2O3PSm in a non-equilibrium geometry, with wB97M-V/def2-TZVPD.

The geometry in XYZ format:
```
72
Properties=species:S:1:pos:R:3:forces:R:3
O 0.2071 -2.0456 0.2622 -0.440 1.747 -0.797
C 1.2872 -2.8674 0.4469 0.204 -0.322 0.771
C 1.3713 -3.2430 1.9382 0.675 0.061 -0.266
C 0.8386 -2.4730 2.9819 0.029 -0.287 -0.377
H 0.2925 -1.5471 2.7731 0.195 -0.505 0.069
C 1.0105 -2.8912 4.3033 0.044 -0.064 -0.221
H 0.5685 -2.2820 5.0924 0.205 -0.230 -0.064
C 1.7248 -4.0582 4.5913 -0.080 0.192 -0.167
H 1.8517 -4.3673 5.6288 -0.006 -0.004 -0.276
C 2.2781 -4.8062 3.5453 -0.060 0.080 0.051
H 2.8371 -5.7145 3.7570 -0.061 0.141 0.024
C 2.1065 -4.3889 2.2280 -0.226 0.049 0.394
H 2.5266 -4.9275 1.3775 0.017 -0.098 0.348
H 1.1480 -3.8265 -0.1018 0.024 0.175 0.103
C 2.5982 -2.1412 -1.6297 0.096 0.168 -0.092
C 2.5801 -2.2374 -0.1310 0.339 0.313 1.573
H 3.6268 -2.1109 -2.0138 -0.350 -0.024 -0.003
H 2.0906 -1.2080 -1.9448 0.377 -0.575 -0.112
H 2.0644 -3.0031 -2.0627 0.163 0.291 0.028
C 3.5306 -1.7160 0.6894 -0.518 -0.565 -0.966
C 4.8118 -1.0642 0.2696 0.349 0.265 0.099
H 3.4026 -1.7727 1.7683 -0.155 -0.209 -0.100
H 5.6920 -1.6191 0.6393 -0.357 -0.024 -0.118
H 4.8567 -0.0766 0.7531 0.091 -0.234 -0.281
H 4.9101 -0.9151 -0.8161 -0.068 -0.058 0.475
Sm 0.5924 0.1932 0.1716 0.366 -1.840 -0.334
Cl 0.5470 1.0940 2.5834 0.067 0.248 0.157
Cl 2.9276 1.2125 -0.5930 0.243 -0.140 -0.255
C 0.7718 3.0799 -0.5166 -0.038 -0.685 1.072
O -0.0336 2.2105 -0.9631 0.772 1.082 0.294
N 0.7809 4.3520 -0.8476 -0.133 1.047 -0.531
C -0.0887 4.7897 -1.9403 0.082 -0.056 0.307
C 1.5524 5.3547 -0.0954 0.192 -0.278 0.009
H 1.5691 2.8166 0.2215 -0.938 0.320 -0.303
H -0.5888 3.8725 -2.2641 -0.108 0.457 -0.221
H 0.5034 5.2213 -2.7636 -0.227 -0.101 0.352
H -0.8144 5.5206 -1.5526 0.168 -0.182 -0.288
H 2.0150 4.8873 0.7748 -0.109 -0.099 -0.096
H 0.9100 6.1607 0.2634 -0.244 -0.192 -0.061
H 2.3538 5.8311 -0.6686 -0.179 -0.303 -0.290
H -0.7719 -0.2815 -5.4517 0.242 -0.236 0.185
H -2.6238 -2.2683 -4.8977 0.194 0.252 0.142
C -0.1151 -0.9956 -4.9262 -0.171 0.011 0.204
C -1.8493 -2.6827 -4.2428 0.067 -0.130 0.183
N -0.8485 -1.6836 -3.8569 -0.031 -0.027 -0.072
H 0.7069 -0.4575 -4.4446 -0.139 -0.067 -0.300
C -0.6671 -1.3331 -2.5725 0.564 1.047 0.340
O 0.0221 -0.3367 -2.2053 -1.261 -1.682 -0.669
H -2.3435 -3.0668 -3.3487 0.093 0.056 -0.028
H -1.1714 -1.9851 -1.8277 0.264 0.341 -0.271
H 0.2672 -1.7330 -5.6512 -0.139 0.254 0.348
H -1.4174 -3.5354 -4.7789 0.222 0.219 0.146
C -4.3844 -0.4781 0.5498 -0.652 -0.450 0.140
P -2.6834 0.0497 0.2250 0.388 0.653 -0.026
C -2.9495 0.6762 -1.4936 -0.088 0.271 -0.094
C -2.7052 1.5216 1.3397 0.367 0.184 0.094
C -2.5047 2.8342 0.8901 -0.316 -0.337 0.121
C -2.5056 3.8890 1.8031 0.030 -0.010 0.138
C -2.6668 3.6444 3.1698 -0.003 -0.093 -0.296
C -2.7991 2.3314 3.6277 -0.013 -0.007 -0.059
C -2.7957 1.2728 2.7271 -0.032 0.178 -0.483
H -4.6838 -1.2966 -0.1066 0.083 -0.031 -0.019
H -5.0595 0.3655 0.3841 0.037 -0.046 0.011
H -4.5100 -0.8181 1.5781 0.085 0.010 -0.036
H -3.8734 1.2717 -1.5640 0.272 -0.129 -0.031
H -2.0927 1.2537 -1.8763 -0.306 -0.222 0.229
H -3.0557 -0.2200 -2.1320 -0.038 0.365 0.234
H -2.3533 3.0167 -0.1777 -0.120 0.028 0.394
H -2.3841 4.9090 1.4347 -0.009 -0.226 0.164
H -2.6783 4.4724 3.8777 0.030 -0.188 -0.176
H -2.8911 2.1280 4.6958 0.067 0.083 -0.297
H -2.8221 0.2421 3.0963 -0.085 0.367 -0.125
```
Positions in Å, forces in eV/Å.

Computed properties:
Electronic energy, eV: -87906.7727
Molar mass, g mol⁻¹: 666.83
Max |F|, eV Å⁻¹: 2.2
Kohn-Sham gap (spin up / spin down), eV: 8.24 / 8.25
<S²>: 8.76
Spin multiplicity: 6

These are the Mulliken partial charges, in e, on atoms 1 to 2:
1 O -0.59
2 C 0.62